Below is a structure of composition C30H42AsN3ORuS4, with properties calculated with the ωB97M-V functional and the def2-TZVPD basis.

Computed properties:
energy above the lowest of the compared OMol25 structures with the same formula, charge and spin = 296.2 kJ/mol
highest occupied orbital energy (spin up / spin down) = -9.768 / -9.535 eV
total charge = +1
largest force on an atom = 1.38 eV/A
multiplicity = 2
LUMO (spin up / spin down) = -2.751 / -3.669 eV

XYZ file:
```
82
Properties=species:S:1:pos:R:3:mulliken_charge:R:1
Ru -0.7894 0.3453 -0.8893 0.6567
S -1.7974 2.1713 0.1391 -0.4458
C -0.9825 3.4717 -0.7537 0.6348
C -1.0453 4.7854 -0.2823 -0.7306
C -0.4062 5.8153 -0.9503 -0.6565
C 0.3067 5.5820 -2.1235 -0.6887
C 0.3565 4.2985 -2.6390 -0.5933
C -0.2581 3.2665 -1.9467 0.6783
S -0.3877 1.6298 -2.6221 -0.4078
C 1.2777 1.0115 -3.0339 0.1694
C 1.2315 -0.5085 -2.9307 0.2239
C 2.2398 -1.2976 -3.4602 -0.9062
C 2.1043 -2.6714 -3.3891 -0.6056
C 0.9467 -3.2292 -2.8697 -0.9561
C -0.0401 -2.3932 -2.3774 0.3909
C -1.3994 -2.8778 -1.9911 -1.2769
S -1.9223 -2.2546 -0.3633 0.2082
C -3.6521 -2.0048 -0.6399 -0.0381
C -4.6071 -2.8571 -0.1029 -0.6308
C -5.9521 -2.5969 -0.3126 -0.7438
C -6.3229 -1.4899 -1.0668 -0.5731
C -5.3706 -0.6376 -1.6003 -0.8897
C -4.0126 -0.8798 -1.3895 0.9485
S -2.8222 0.1413 -2.1703 -0.3802
N 0.1467 -1.0611 -2.3516 0.7595
H -1.5878 4.9861 0.6333 0.4678
H -0.4604 6.8197 -0.5511 0.3894
H 0.8002 6.3947 -2.6378 0.4267
H 0.8715 4.1059 -3.5729 0.4936
H 2.0085 1.4440 -2.3555 -0.7600
H 1.5359 1.3077 -4.0516 0.8829
H 3.1074 -0.8420 -3.9172 0.5377
H 2.8861 -3.3108 -3.7779 0.4703
H 0.7922 -4.2993 -2.8745 0.5062
H -1.4633 -3.9627 -2.0309 0.5705
H -2.0990 -2.4474 -2.7115 0.4453
H -4.2918 -3.7177 0.4738 0.4821
H -6.7058 -3.2489 0.1069 0.4087
H -7.3715 -1.2820 -1.2355 0.3917
H -5.6761 0.2263 -2.1758 0.4770
C 3.3280 3.2185 -0.9603 -1.3941
C 2.2775 3.0525 0.1288 -0.4932
As 1.3799 1.2961 0.3410 1.0145
C 1.3117 1.3967 2.3066 -0.5528
C 0.5817 2.6121 2.8693 -1.4277
C 2.9090 0.0984 0.0056 -0.0300
C 3.9902 0.1038 1.0772 -1.8366
H 3.7374 4.2289 -0.9137 0.4296
H 2.9270 3.1069 -1.9680 0.2311
H 4.1623 2.5260 -0.8442 0.3557
H 1.5043 3.8160 0.0425 0.3779
H 2.7497 3.1927 1.1035 0.7065
H 2.3608 1.4398 2.6044 0.6546
H 0.9071 0.4634 2.6857 -0.0378
H 1.0757 3.5427 2.5848 0.3084
H 0.5821 2.5703 3.9597 0.4478
H -0.4481 2.6710 2.5254 0.2629
H 3.3292 0.4015 -0.9563 0.5695
H 2.4857 -0.8948 -0.1232 -0.0146
H 4.3601 1.1091 1.2893 0.3928
H 4.8463 -0.4974 0.7658 0.4286
H 3.6231 -0.3129 2.0162 0.3613
C -1.7971 -2.8301 3.3641 -1.2789
N -1.1668 -1.7323 2.6464 0.4954
C -1.9559 -0.5143 2.5836 -0.7436
C -0.0361 -1.8789 1.9222 -1.0244
O 0.2604 -1.1422 0.9564 0.8093
N 0.7751 -2.9417 2.2595 0.1295
C 1.8123 -3.3041 1.3099 -0.8896
C 1.1916 -3.1086 3.6495 -1.1319
H -2.8508 -2.8564 3.0806 0.3791
H -1.7397 -2.6968 4.4465 0.3383
H -1.3368 -3.7738 3.0877 0.4148
H -2.0756 -0.0952 3.5850 0.4073
H -2.9470 -0.7280 2.1752 0.3448
H -1.4662 0.2183 1.9541 -0.1258
H 1.4323 -3.2359 0.2933 0.1044
H 2.1128 -4.3332 1.5059 0.4232
H 2.6958 -2.6633 1.4008 0.2399
H 0.4744 -2.6634 4.3309 0.3815
H 2.1618 -2.6272 3.8125 0.2988
H 1.2866 -4.1675 3.8910 0.3369
```